111
Properties=species:S:1:pos:R:3:forces:R:3:mulliken_charge:R:1 method="wB97M-V/def2-TZVPD" spin_multiplicity=3 homo_lumo_gap_ev="5.93 / 5.69" charge=-1 de_lowest_kcal_mol=15.2
Te 1.666509 0.356930 0.520595 0.2 0.0 0.3 -0.1904
Ti -1.142145 1.090046 -0.715018 0.0 0.4 0.7 0.3011
S -2.444378 -0.625709 0.896020 0.1 0.1 0.1 -0.3008
Si 1.733448 -3.450346 2.456200 0.1 0.1 0.0 0.5831
Si 3.811026 -2.621685 -0.559302 -0.1 0.1 0.1 0.2424
Si 2.917023 -1.710235 1.417581 0.0 0.1 -0.1 0.6081
Si 4.772865 -0.920100 2.612623 -0.1 -0.1 0.0 0.3523
N -2.689978 2.281159 -1.477994 0.1 -0.2 -0.6 1.5862
N -0.433796 1.645435 -2.589471 0.1 -0.3 -0.5 1.4520
N -4.792770 -1.916534 0.762691 -0.1 -0.1 0.1 -0.2106
N 0.081179 2.483001 0.155560 -0.3 -0.4 -0.3 -0.1772
N -4.217230 -0.930053 -1.099537 -0.1 0.1 -0.2 0.2815
N -0.721073 -0.759309 -2.052406 0.3 0.1 0.0 0.6683
N -0.979338 2.284276 1.064068 0.0 -0.6 0.0 0.9132
N 0.403447 0.889445 -3.313684 -0.6 0.5 0.1 -1.3297
C -4.033227 2.193824 -1.133134 0.0 0.1 0.2 -1.4145
C -6.380287 1.831115 -1.654723 0.0 0.1 0.0 -0.8882
C 2.767887 -5.027821 2.362181 0.0 -0.1 0.0 -1.0861
C -3.051218 4.065450 -3.173094 -0.1 0.1 -0.1 -0.3050
C 1.248909 4.029388 -1.232822 -0.1 0.1 0.0 -0.2341
C -6.052503 -1.814843 0.026874 0.0 -0.1 0.0 -0.4888
C 5.446872 -3.523174 -0.291882 0.0 0.0 0.0 -1.1167
C -0.662171 3.305641 -4.389306 0.0 0.2 0.0 -0.5637
C -2.322406 3.013839 -2.607630 0.0 0.1 0.2 0.2091
C 0.506668 6.306191 -1.499649 0.0 0.1 0.0 -0.5589
C 0.062121 0.279800 4.616376 0.0 0.0 0.0 -1.1823
C 4.379742 0.258789 4.023741 0.0 0.0 0.0 -1.1437
C -1.421204 4.323798 -4.942926 0.1 -0.1 0.0 -0.6154
C -0.467946 -3.061566 -2.694372 0.0 0.0 -0.1 -1.1377
C -0.530156 6.056638 -0.608138 0.0 0.0 0.0 -0.5164
C -0.691317 4.809528 -0.026834 0.1 0.0 0.0 -0.4871
C -5.070822 2.029238 -2.070686 0.0 0.1 0.1 0.6476
C 0.900614 -1.395709 -3.745372 -0.1 0.0 0.1 -0.6812
C 4.070411 -1.270629 -1.839938 0.0 0.0 -0.1 -0.7218
C 1.395035 5.279824 -1.804093 0.0 0.0 0.0 -0.6351
C 0.568269 0.772727 2.298201 0.1 0.0 0.0 1.2908
C 0.197969 3.773631 -0.339528 0.1 0.0 -0.2 -0.1795
C -5.555634 -1.438265 -1.373839 0.0 0.0 -0.1 -0.5136
C 0.216220 -0.400021 -2.991672 -0.1 -0.3 0.0 -0.1131
C 1.411633 -3.184162 4.292412 0.0 -0.1 0.0 -1.1346
C -1.354116 1.752801 3.357466 0.0 0.0 0.0 -0.5270
C -4.376688 2.161839 0.230332 0.0 0.0 -0.1 -0.1803
C 5.893209 0.019066 1.427784 0.0 0.1 0.0 -1.0760
C 2.615123 -3.883764 -1.271757 0.0 0.0 -0.1 -0.1458
C 0.095472 -3.678399 1.571887 0.0 0.0 0.0 -0.5829
C -1.060189 1.092886 4.536044 0.0 0.0 0.0 -0.9238
C -0.555002 1.618704 2.210769 -0.1 0.0 0.0 -1.5716
C -5.683743 1.943982 0.632156 0.0 0.0 0.0 -0.8850
C 5.710000 -2.385805 3.348475 0.1 0.1 0.1 -1.0393
C 0.860647 0.127616 3.488307 0.0 0.1 0.1 -0.1747
C -2.604738 4.711040 -4.318549 0.0 -0.1 0.1 -0.8296
C 0.538008 -2.702846 -3.616858 -0.1 0.0 0.0 0.0206
C -3.837720 -1.162492 0.157643 0.1 0.1 0.0 -0.2304
C -6.701855 1.775245 -0.303353 0.0 0.0 0.0 -0.4462
C -1.079835 2.694613 -3.208106 0.2 -0.2 -0.1 -0.4831
C -1.023234 -2.064408 -1.932574 0.1 0.1 0.1 -0.1822
H -4.836119 2.051351 -3.127633 0.0 0.0 0.0 0.4227
H 3.787183 1.114561 3.691318 0.0 0.0 0.0 0.2822
H -1.090554 4.823361 -5.845431 0.0 0.0 0.0 0.3913
H 6.256841 -2.859751 0.018688 0.0 0.0 0.0 0.2733
H 0.231804 -3.910123 0.511911 0.0 0.0 0.1 0.1232
H -6.591507 -2.759811 0.027666 0.0 0.0 0.0 0.3199
H 2.526178 -4.772808 -0.643839 0.0 0.0 0.0 0.3530
H -3.191297 5.525380 -4.728971 0.0 0.0 0.0 0.3715
H 5.349542 -4.312394 0.459359 0.0 0.0 0.0 0.2988
H 1.656608 -1.070805 -4.446744 0.0 0.0 0.0 0.5009
H 1.617167 -3.453335 -1.396860 0.2 -0.1 0.0 -0.6591
H -3.572792 2.293838 0.944775 0.0 0.0 0.0 0.4409
H 3.700294 -4.910329 2.922983 0.0 0.0 0.0 0.2389
H -1.701715 1.225249 5.400059 0.0 0.0 0.0 0.3374
H 6.602528 -2.034524 3.878032 0.0 0.0 0.0 0.3904
H -5.913046 1.920351 1.692318 0.0 0.0 0.0 0.4263
H -4.770936 -1.936890 1.768343 0.0 0.0 0.0 0.2889
H 2.307452 -2.855525 4.828443 0.0 0.0 0.0 0.2646
H 2.206065 -5.849821 2.819140 0.0 0.0 0.0 0.4031
H 6.027680 -3.099899 2.584902 0.0 0.0 0.0 0.2917
H 4.797991 -0.524689 -1.509155 0.0 0.0 0.0 0.2713
H 1.091139 -4.135714 4.731205 0.0 0.0 0.0 0.4667
H -7.727318 1.627511 0.013988 0.0 0.0 0.0 0.4207
H 1.030041 -3.460045 -4.216692 0.0 0.0 0.0 0.3998
H 4.437267 -1.717566 -2.770464 0.0 0.0 0.0 0.4029
H -1.744357 -2.301093 -1.161527 0.0 0.0 0.0 0.1888
H 0.624642 -2.449461 4.461715 0.0 0.0 0.0 0.2318
H -5.503926 -2.312846 -2.025228 0.0 0.0 0.0 0.4027
H -0.493226 -2.757856 1.632449 0.0 0.0 0.0 -0.1590
H -3.979963 4.377945 -2.712351 0.0 0.0 0.0 0.5114
H 2.970385 -4.201323 -2.258165 0.0 0.0 0.0 0.4122
H 5.743800 -3.995544 -1.234541 0.0 0.0 0.0 0.3781
H 0.318095 -0.237311 5.533690 0.0 0.0 0.0 0.5017
H -1.508035 4.599310 0.647184 0.0 0.0 0.0 0.3012
H -1.237391 6.843606 -0.369738 0.0 0.0 0.0 0.3674
H 6.339276 -0.622876 0.665131 0.0 0.0 0.0 0.2323
H 1.924129 3.220407 -1.484591 0.0 0.0 0.0 0.4432
H 1.722863 -0.522923 3.549784 0.1 0.0 0.0 0.3684
H -6.690247 -1.032143 0.444840 0.0 0.0 0.0 0.2623
H -3.802299 -0.169852 -1.618597 0.1 -0.1 -0.1 -0.0061
H 0.615308 7.282908 -1.956086 0.0 0.0 0.0 0.3710
H -2.212182 2.410938 3.281485 0.0 0.0 0.0 0.4050
H -0.480642 -4.487648 2.032306 0.0 0.0 0.0 0.5218
H 0.269306 2.979461 -4.832018 0.0 0.0 0.0 0.4755
H 2.205316 5.450662 -2.504179 0.0 0.0 0.0 0.3689
H 5.084440 -2.919082 4.070992 0.0 0.0 0.0 0.2424
H 5.332128 0.631719 4.416284 -0.1 0.0 0.0 0.4138
H 3.138153 -0.746573 -2.071632 0.0 0.0 0.0 -0.0309
H 3.024582 -5.320624 1.343061 0.0 0.0 0.0 0.2833
H -0.774950 -4.088579 -2.551041 0.0 0.0 0.0 0.3494
H -7.158080 1.710596 -2.401559 0.0 0.0 0.0 0.3835
H -6.165052 -0.669640 -1.844567 0.0 -0.1 0.0 0.1615
H 6.705103 0.495703 1.986865 0.0 0.0 0.0 0.4010
H 3.840877 -0.220997 4.844486 0.0 0.0 0.0 0.2787
H 5.327903 0.805931 0.920473 0.0 0.0 0.0 0.2655

=====

36
Properties=species:S:1:pos:R:3:forces:R:3:mulliken_charge:R:1 method="wB97M-V/def2-TZVPD" spin_multiplicity=1 homo_lumo_gap_ev=9.74 de_lowest_kcal_mol=18.0
S 4.173667 -0.193160 -0.701188 -2.4 2.6 2.0 0.4335
O 2.725659 -0.207516 -0.238463 0.8 -1.1 -0.8 -0.5263
O 0.004711 0.499030 -4.114488 -0.6 -0.8 0.2 -0.5374
O -3.342312 -1.962510 0.606763 -0.5 0.4 -0.1 -0.3352
O -2.794659 -1.474248 2.701276 -0.4 0.6 0.6 -0.3427
O 0.163863 2.596866 -3.482184 -0.4 1.1 -0.8 -0.3699
O -1.726997 -0.439584 1.045273 0.3 0.2 -0.5 -0.4877
O -0.637981 1.153447 -2.006047 0.1 -0.5 -0.9 -0.2699
C 5.085454 -0.179869 0.873898 1.6 0.0 -1.0 -0.9046
C -3.978176 -2.960015 1.395615 0.9 -2.0 0.9 0.3683
C -2.526820 -1.234669 1.391183 -0.7 0.2 0.8 0.5603
C 0.112361 2.304192 -0.030077 0.4 -1.3 0.9 -0.9428
C -0.196421 1.310824 -3.276458 0.9 0.5 0.5 0.5910
C -3.274048 -4.264122 1.009609 0.5 -0.3 -0.6 -1.4143
C -3.735955 -2.524508 2.875946 1.0 -1.3 -2.0 -0.3770
C 4.273155 1.685019 -0.919899 1.4 -1.5 0.0 -0.8847
C -0.032050 3.409357 -2.348699 -0.4 -1.2 1.5 -0.4415
C -0.653892 2.400912 -1.331863 0.2 1.1 0.5 0.4637
H 4.898076 0.704717 1.474200 -0.6 -0.2 0.1 0.2862
H 3.583995 1.927573 -1.720115 0.2 0.1 -0.1 0.2227
H 4.985250 -1.132509 1.385351 -0.4 0.1 0.1 0.3208
H -1.696895 2.701072 -1.222652 -0.1 -0.3 0.4 0.3145
H -2.197311 -4.291850 1.203524 -0.1 0.4 0.5 0.3361
H -3.151925 -3.311773 3.350540 -0.5 -0.1 0.5 0.2514
H 1.188808 2.298294 -0.210839 0.0 0.1 -0.2 0.0109
H -3.293311 -4.328689 -0.081166 -0.4 -0.2 0.0 0.3568
H -0.082055 2.958848 0.820875 -0.4 0.7 -0.7 0.3871
H 0.940862 3.781517 -2.034918 -0.1 0.2 0.1 0.2903
H -4.706276 -2.360598 3.336198 0.4 0.9 0.5 0.3276
H 5.328434 1.901378 -1.104542 -0.2 0.4 -0.4 0.4075
H -5.041464 -3.141147 1.248738 -0.1 0.9 -0.7 0.3210
H 6.142306 -0.094518 0.583257 0.0 -0.1 0.1 0.3622
H -0.788404 4.192385 -2.380376 0.4 0.3 -1.1 0.3221
H 3.991376 2.128547 0.029254 -0.3 -0.2 0.0 0.2774
H -0.064379 1.337604 0.451116 -0.2 -0.2 -0.4 0.2194
H -3.676646 -5.190280 1.421357 -0.4 0.2 0.1 0.4032

=====

18
Properties=species:S:1:pos:R:3:forces:R:3:mulliken_charge:R:1 method="wB97M-V/def2-TZVPD" spin_multiplicity=1 homo_lumo_gap_ev=9.26 de_lowest_kcal_mol=175.1
O 2.090802 -2.146805 0.240343 0.0 2.2 2.4 -0.5551
N 2.444162 0.290774 -0.096591 -1.7 2.1 1.1 -0.8028
N 0.219198 0.691192 -0.270530 -7.1 3.1 1.9 0.0616
N -1.602528 -0.985751 0.180119 2.2 4.6 -0.5 -0.3649
N -2.981298 -0.975612 -0.158139 -2.2 -0.4 3.5 -0.6603
N 1.062653 -1.498456 -0.556876 -0.2 -0.2 2.4 -0.2239
C -1.166067 0.264803 -0.041474 0.3 -2.5 -2.1 -0.0749
C 1.226902 -0.139951 -0.237504 3.9 -1.1 -1.4 0.4995
C 0.290781 2.239411 0.114218 5.9 -3.9 -1.2 -0.9997
H 0.663263 2.215994 1.163974 -0.9 0.7 -0.8 0.3093
H 2.386776 -1.218824 1.234652 -1.2 -3.1 -3.7 0.3876
H 0.115048 -1.836326 -0.252054 1.2 0.2 -0.2 0.4024
H -0.470541 2.827442 -0.258554 -2.2 0.6 -0.1 0.4575
H -3.013002 -1.880048 -0.696178 -1.2 0.8 1.5 0.2650
H 1.186484 2.488938 -0.556390 -0.9 0.2 1.3 0.3059
H -3.604803 -0.907489 1.022478 2.1 -1.2 -4.9 0.2861
H -1.899451 1.005103 -0.487143 0.8 -0.7 1.1 0.3618
H 3.051627 -0.434389 -0.344355 1.2 -1.2 -0.4 0.3450

=====

21
Properties=species:S:1:pos:R:3:forces:R:3:mulliken_charge:R:1 method="wB97M-V/def2-TZVPD" spin_multiplicity=1 homo_lumo_gap_ev="7.62 / 7.62" de_lowest_kcal_mol=105.7
O -0.346321 1.913822 1.024599 0.0 -0.4 0.4 -0.7588
N -1.338265 1.586724 -1.494039 -0.2 0.2 -0.1 -0.5347
C -0.257637 -0.561098 1.583869 -0.4 -1.0 -0.2 -0.9126
C 1.783295 0.805871 0.583381 -0.1 -0.4 0.5 -1.4744
C -0.800989 -1.021804 0.384716 0.4 0.2 1.1 0.1701
C -0.238601 -2.184352 -0.359418 0.2 0.2 -0.2 -1.1311
C 0.267265 0.918705 0.617883 -0.4 1.0 -2.7 1.2866
C -0.164382 0.832207 -1.277385 0.6 0.0 1.4 -1.0657
H 2.180004 0.883797 1.596812 0.1 0.0 0.0 0.3988
H -0.156333 -0.097635 -1.837442 0.0 -0.1 0.1 0.2768
H 0.595759 -1.094024 1.992000 0.1 0.1 -0.1 0.3399
H 2.111121 -0.128662 0.129669 0.0 0.0 0.0 0.2697
H 2.181554 1.636921 -0.000409 -0.2 0.0 0.0 0.4162
H -2.184320 1.041116 -1.383951 0.0 0.0 0.0 0.2445
H -1.368066 2.358383 -0.827096 0.0 -0.2 0.0 0.3012
H -1.785706 -0.672541 0.100884 0.0 0.1 0.0 0.3477
H -0.900068 -0.106021 2.323636 0.1 0.2 -0.1 0.3468
H 0.717961 1.405048 -1.559688 0.0 0.1 -0.1 0.4695
H -0.652493 -3.103423 0.072597 0.0 0.1 0.0 0.3688
H -0.489244 -2.171854 -1.419550 0.0 0.0 0.0 0.3670
H 0.845466 -2.241179 -0.251068 0.0 0.0 0.0 0.2737

=====

21
Properties=species:S:1:pos:R:3:forces:R:3:mulliken_charge:R:1 method="wB97M-V/def2-TZVPD" spin_multiplicity=2 homo_lumo_gap_ev="10.40 / 3.11" charge=+1 de_lowest_kcal_mol=91.8
N -0.694676 1.141246 -2.298047 -1.4 -0.8 1.5 -0.5986
N -0.003726 -0.166369 3.151610 -4.9 -0.8 3.3 -0.3560
C 0.186106 0.634591 -1.237957 1.2 -4.1 -2.1 0.5521
C -0.360083 -0.774888 -0.689743 0.4 0.8 -0.1 -0.8764
C 1.655723 0.451810 -1.692327 -0.3 2.2 -4.4 -1.3615
C -0.745772 -0.175942 1.862560 2.5 -0.8 -0.7 -0.4981
C 0.016930 -1.089729 0.828632 0.0 1.8 -0.3 -0.6093
H -0.678249 0.745067 -3.223629 1.7 -0.1 -0.5 0.2828
H -1.416089 -0.622972 -0.848631 -0.8 -0.5 0.9 0.3897
H -0.563596 0.541586 3.814837 2.3 -1.3 -1.6 0.3820
H -0.713991 0.832004 1.474897 -0.3 0.6 0.2 0.4065
H 1.134791 -1.014756 1.084255 -1.7 -0.5 -0.7 0.3483
H 1.832385 0.782295 -2.890722 -0.6 -0.8 3.3 0.2925
H 2.091283 1.198452 -1.118525 1.7 1.7 0.5 0.3918
H -0.437627 -2.024847 1.004630 0.4 -1.7 0.1 0.4122
H 0.366059 1.257790 -0.408520 -1.2 1.4 1.0 0.1569
H 0.019112 -1.103801 3.807214 0.6 2.5 -2.6 0.3717
H -1.648922 0.794327 -2.111106 0.1 1.1 0.7 0.2860
H -1.817261 -0.499279 1.941879 0.6 0.2 0.5 0.3244
H 2.331599 -0.352913 -1.546727 -0.5 -1.7 0.3 0.3661
H -0.128104 -1.632132 -1.381789 0.3 0.9 0.8 0.3369

=====

22
Properties=species:S:1:pos:R:3:forces:R:3:mulliken_charge:R:1 method="wB97M-V/def2-TZVPD" spin_multiplicity=1 homo_lumo_gap_ev=10.01 de_lowest_kcal_mol=156.6
O 1.462660 2.309273 -0.144467 2.7 -0.5 1.2 -0.4685
O 2.156756 1.084627 1.555892 -0.7 -1.1 -4.8 -0.5656
N 1.156363 -1.525352 0.242895 2.3 -2.2 3.5 -0.6667
C -3.054817 -0.084106 -0.373325 1.2 -1.8 -0.1 -1.0778
C -0.552411 0.249956 0.057671 0.5 0.7 -6.8 -1.3402
C -1.524802 -2.096015 -0.475716 0.3 1.3 1.9 -0.8374
C 1.716954 1.058637 0.367147 -0.4 1.4 5.6 0.5090
C -1.538771 -0.544012 -0.891965 -4.0 -1.1 1.1 0.1221
C 0.977446 -0.093476 -0.313207 -0.9 -1.3 2.8 0.3581
H -2.538460 -2.759391 -0.608571 2.6 2.0 0.3 0.2975
H -3.859728 -0.711449 -1.077743 1.9 1.4 2.6 0.3218
H -0.755694 1.270880 -0.336972 0.3 -0.2 0.7 0.3042
H 2.258824 -1.908842 0.667760 -4.2 2.4 -1.9 0.2850
H -3.170698 0.974830 -0.679785 -0.2 -0.4 0.9 0.3727
H -1.680128 -0.322440 -2.033545 1.4 -0.4 2.0 0.3525
H -0.605125 -2.538632 -0.967754 -1.3 0.0 1.2 0.2977
H 0.726088 2.393543 -0.691982 -1.8 -0.3 -1.7 0.3450
H -0.909622 0.203007 1.024220 0.0 -0.4 2.2 0.4873
H 0.416182 -1.951197 1.147827 3.0 2.6 -3.7 0.2855
H -2.958692 -0.315525 0.880170 -1.2 0.8 -3.7 0.2232
H -1.260563 -1.762563 0.873105 -1.3 -2.2 -3.9 0.0581
H 1.146152 0.008140 -1.412028 -0.3 -0.7 0.8 0.3363

=====

Number 1: E -128091.340 eV. Number 2: E -35827.915 eV. Number 3: E -12747.097 eV. Number 4: E -9966.592 eV. Number 5: E -8380.429 eV. Number 6: E -12011.933 eV.